A molecular structure, C19H42B3F4N4O4V, computed with ωB97M-V with the def2-TZVPD basis set.

- DFT total energy (Ha) = -2686.1600
- energy relative to the best compared isomer or geometry (same formula, charge and spin) (kJ/mol) = 1256.10
- HOMO level (eV) = -9.1
- total charge = +2
- strongest force on any atom (eV/Å) = 5.16

```
77
Properties=species:S:1:pos:R:3:forces:R:3
O 3.722 -0.465 4.780 -0.63 -1.29 -1.45
V 3.386 -1.502 3.647 -0.56 1.08 -0.07
O 1.922 -1.178 3.104 2.29 -0.41 0.86
B 4.945 -5.431 3.135 0.29 -0.07 0.53
H 4.103 -5.025 2.597 -3.96 1.85 -2.73
H 5.735 -5.438 2.400 3.14 0.15 -2.99
H 5.264 -4.782 3.936 1.45 2.46 3.55
H 4.608 -6.400 3.469 -1.36 -3.56 1.62
B 5.987 0.042 1.076 -0.50 0.38 0.61
H 6.682 0.082 0.252 2.55 0.00 -3.32
H 6.235 -0.841 1.644 1.10 -3.86 2.67
H 6.043 0.915 1.707 0.39 3.43 2.54
H 4.970 -0.005 0.718 -4.50 -0.22 -1.82
C 2.555 3.650 9.379 0.97 0.55 0.22
C 1.694 4.706 8.735 0.52 -1.74 -3.77
O 1.462 4.676 7.546 -0.17 1.00 2.65
N 1.055 5.791 9.585 -0.49 -0.89 -0.10
H 0.797 5.305 10.432 -1.21 -0.50 0.40
H 1.791 6.331 10.016 0.60 1.07 -0.50
C -0.048 6.621 8.892 1.32 0.01 0.42
H 3.206 4.034 10.165 -0.70 -0.12 0.80
H 3.339 3.301 8.707 -0.44 0.28 -0.81
H 2.005 2.732 9.585 -0.28 0.25 0.56
H 0.533 7.187 8.164 -0.45 0.23 0.06
H -0.487 7.236 9.678 0.00 0.03 -0.29
H -0.786 6.014 8.367 0.35 -0.31 0.39
C -3.614 -4.264 0.301 1.40 0.06 0.33
N -3.075 -4.139 -1.120 -0.28 -1.10 1.20
C -1.849 -4.660 -1.503 -1.67 0.86 0.75
C -1.518 -4.750 -2.827 0.65 0.01 0.28
C -2.337 -4.214 -3.828 -0.55 -0.41 -0.25
C -3.568 -3.691 -3.377 -0.41 -0.06 0.60
C -3.964 -3.702 -2.001 1.45 -0.39 -2.83
C -1.984 -4.304 -5.323 0.14 1.27 0.87
C -1.271 -5.391 -5.855 -0.23 -0.16 -0.72
C -0.983 -5.476 -7.228 -1.63 1.68 0.82
N -1.401 -4.440 -8.036 0.74 -0.16 2.26
C -2.026 -3.333 -7.536 -0.09 -0.63 1.28
C -2.302 -3.202 -6.160 0.28 -1.71 -1.20
C -1.103 -4.531 -9.441 -0.98 0.43 -1.32
H -4.412 -4.997 0.422 -0.10 0.14 -0.70
H -3.906 -3.279 0.663 -0.07 -0.11 -0.22
H -2.812 -4.625 0.944 0.12 0.16 -0.12
H -1.208 -4.950 -0.684 0.06 -0.21 -0.08
H -0.560 -5.226 -2.976 0.11 0.09 -0.51
H -4.287 -3.369 -4.116 -0.16 0.13 0.09
H -4.961 -3.485 -1.646 0.05 0.29 -0.11
H -1.036 -6.212 -5.194 0.19 -0.16 -0.18
H -0.611 -6.332 -7.771 0.38 -0.03 0.38
H -2.372 -2.604 -8.254 0.28 0.08 -0.09
H -2.826 -2.337 -5.782 0.09 0.05 -0.11
H -0.335 -5.268 -9.672 -0.15 0.19 0.18
H -0.856 -3.544 -9.833 0.34 -0.15 0.10
H -2.064 -4.785 -9.890 0.22 -0.35 -0.51
C -0.620 6.471 -5.452 0.02 0.82 0.34
C -1.038 5.493 -4.324 0.76 -1.17 -2.49
C -0.838 5.873 -2.897 -0.17 0.13 1.05
O -1.062 4.734 -2.091 -0.36 -0.09 0.18
C -0.411 4.839 -0.805 -0.26 -0.52 0.16
N -2.482 5.030 -4.606 0.35 0.60 1.04
H -2.795 4.362 -3.916 0.08 -0.25 0.78
H -3.062 5.851 -4.508 -0.67 0.23 -0.38
H -2.608 4.558 -5.490 0.13 0.36 -0.64
H -1.378 7.214 -5.703 -0.32 -0.01 0.24
H -0.308 6.059 -6.412 -0.27 -0.74 0.24
H 0.240 7.081 -5.178 0.03 -0.17 0.46
H -0.530 4.549 -4.521 0.51 0.10 0.38
H -1.496 6.687 -2.592 -0.35 0.25 -0.01
H 0.163 6.264 -2.716 0.28 -0.08 -0.48
H 0.656 4.694 -0.973 0.09 0.60 0.29
H -0.719 4.057 -0.112 -0.27 -0.52 -0.68
H -0.737 5.716 -0.245 0.50 0.57 -0.46
B 0.333 -3.201 7.749 -1.08 0.08 -1.40
F 0.984 -3.166 8.915 1.05 0.10 2.19
F 1.153 -3.630 6.736 1.60 -0.33 -1.46
F -0.756 -4.037 7.740 -1.38 -1.25 0.58
F -0.163 -1.943 7.406 -0.18 1.69 -0.17
```
Forces are in eV/Å.

Partial atomic charges computed with the Löwdin method, in multiples of e:
1. O -0.24
2. V 1.24
3. O -0.30
4. B -0.36
5. H -0.11
6. H -0.07
7. H -0.10
8. H -0.08
9. B -0.41
10. H -0.08
11. H -0.10
12. H -0.10
13. H -0.12
14. C 0.03
15. C -0.35
16. O 0.17
17. N 0.09
18. H 0.17
19. H 0.18
20. C 0.06
21. H 0.10
22. H 0.11
23. H 0.12
24. H 0.11
25. H 0.11
26. H 0.11
27. C 0.06
28. N -0.07
29. C 0.05
30. C 0.03
31. C -0.11
32. C 0.05
33. C 0.02
34. C -0.10
35. C 0.05
36. C 0.06
37. N -0.10
38. C 0.03
39. C 0.05
40. C 0.02
41. H 0.12
42. H 0.11
43. H 0.11
44. H 0.16
45. H 0.14
46. H 0.12
47. H 0.15
48. H 0.13
49. H 0.15
50. H 0.15
51. H 0.12
52. H 0.12
53. H 0.11
54. H 0.12
55. C -0.02
56. C -0.28
57. C -0.21
58. O -0.19
59. C -0.06
60. N 0.24
61. H 0.16
62. H 0.17
63. H 0.17
64. H 0.09
65. H 0.09
66. H 0.10
67. H 0.15
68. H 0.14
69. H 0.15
70. H 0.11
71. H 0.09
72. H 0.10
73. B -1.44
74. F 0.17
75. F 0.11
76. F 0.11
77. F 0.07

A molecular structure, C19H42LuNOP3S, computed with ωB97M-V with the def2-TZVPD basis set.

- DFT total energy (Ha) = -3535.9263
- energy relative to the best compared isomer or geometry (same formula, charge and spin) (kJ/mol) = 236.31
- HOMO level (spin up / spin down) (eV) = -16.7 / -16.1
- total charge = +3
- strongest force on any atom (eV/Å) = 3.90

```
68
Properties=species:S:1:pos:R:3:forces:R:3
Lu 0.201 0.590 -1.339 2.01 1.61 -0.13
P -2.428 1.102 -1.140 -1.54 0.39 0.01
P 0.515 1.373 1.255 0.40 0.23 1.29
P -0.918 -3.696 1.933 0.15 -0.60 -0.53
H -1.181 -0.441 -3.256 -0.44 -0.95 0.02
C -0.463 -1.020 -2.651 0.74 0.65 -1.56
C -0.791 -1.447 -1.365 -1.84 -3.37 0.69
H -0.235 -1.282 -0.406 0.25 -0.13 -0.14
C -2.694 2.465 -2.329 0.19 0.25 -0.32
C -3.252 1.742 0.351 0.02 0.12 0.28
C -3.660 -0.127 -1.715 0.16 -0.38 -0.11
C 2.151 1.085 2.006 0.23 -0.12 -0.05
C 0.527 3.201 1.143 -0.22 0.10 -0.10
C -0.584 1.034 2.678 -0.30 -0.02 -0.01
C -1.536 -5.187 2.733 -0.11 -0.36 0.08
C -2.308 -2.606 1.574 -0.44 0.33 -0.09
C 0.249 -2.872 3.027 0.25 0.16 0.23
H 0.250 -1.579 -3.258 -0.08 0.21 0.04
H -1.618 -2.122 -1.177 -0.40 0.42 0.36
H -1.893 2.506 -3.078 -0.24 0.01 0.04
H -2.725 3.425 -1.802 0.00 -0.13 -0.10
H -3.647 2.307 -2.846 0.21 0.19 0.08
H -2.631 2.493 0.853 -0.20 -0.06 -0.10
H -3.454 0.926 1.055 -0.01 0.18 -0.15
H -4.201 2.205 0.057 0.14 -0.12 0.13
H -3.205 -0.816 -2.436 -0.22 0.16 0.08
H -4.491 0.399 -2.204 0.17 -0.18 0.25
H -4.042 -0.716 -0.870 0.10 0.20 -0.21
H 2.285 1.705 2.903 -0.09 -0.16 -0.22
H 2.936 1.327 1.280 -0.15 -0.01 0.26
H 2.257 0.026 2.272 0.02 0.25 -0.03
H 0.674 3.616 2.147 -0.04 -0.01 -0.23
H -0.420 3.578 0.734 0.18 0.00 0.12
H 1.346 3.542 0.496 -0.14 -0.11 0.16
H -0.303 1.680 3.525 -0.08 -0.22 -0.26
H -0.480 -0.017 2.983 0.00 0.39 -0.11
H -1.635 1.221 2.419 0.35 -0.06 0.17
H -1.253 -5.186 3.795 -0.11 0.00 -0.31
H -1.098 -6.068 2.248 -0.11 0.16 0.18
H -2.630 -5.247 2.653 0.33 0.01 -0.03
H -3.141 -2.832 2.258 0.31 0.09 -0.18
H -2.653 -2.768 0.546 0.00 -0.06 0.32
H -2.044 -1.545 1.690 0.04 -0.31 -0.04
H 0.596 -3.580 3.793 -0.06 0.25 -0.23
H -0.243 -2.023 3.518 0.18 -0.30 0.00
H 1.119 -2.520 2.456 -0.23 -0.02 0.15
C 2.131 -2.450 -0.644 1.16 1.06 0.36
C 3.012 -2.601 0.442 -0.11 0.08 -0.11
C 4.036 -1.695 0.699 0.17 0.16 -0.19
C 4.171 -0.538 -0.074 0.20 -0.11 0.66
C 3.305 -0.308 -1.143 -0.38 -0.51 -0.08
C 2.342 -1.287 -1.490 0.76 -0.63 -0.13
S 0.962 -3.721 -0.785 0.52 0.59 -2.29
H -0.125 -3.985 0.650 -1.14 0.32 1.92
H 2.904 -3.508 1.033 0.12 0.25 0.10
H 4.729 -1.908 1.511 -0.08 0.14 -0.21
H 4.988 0.155 0.149 -0.37 -0.18 -0.10
H 3.428 0.617 -1.738 0.00 -0.86 0.09
H 2.078 -1.332 -2.553 -0.53 0.23 0.63
C 0.794 4.524 -2.478 -0.40 0.18 0.17
C 1.585 3.275 -2.676 1.00 -1.09 -0.56
N 2.834 3.399 -3.118 -0.95 -0.04 0.53
O 1.130 2.083 -2.461 0.46 2.00 -0.12
H 0.674 5.039 -3.456 0.00 -0.26 0.60
H 1.350 5.202 -1.795 -0.40 -0.34 -0.44
H -0.200 4.285 -2.052 0.60 0.24 -0.31
H 3.426 2.578 -3.218 -0.14 0.38 -0.22
H 3.200 4.327 -3.312 0.14 -0.33 -0.03
```
Forces are in eV/Å.

Partial atomic charges computed with the Löwdin method, in multiples of e:
1. Lu 1.28
2. P 0.75
3. P 0.73
4. P 0.89
5. H 0.06
6. C -0.36
7. C -0.39
8. H 0.00
9. C -0.24
10. C -0.26
11. C -0.23
12. C -0.25
13. C -0.25
14. C -0.24
15. C -0.19
16. C -0.21
17. C -0.19
18. H 0.08
19. H 0.05
20. H 0.04
21. H 0.06
22. H 0.06
23. H 0.03
24. H 0.05
25. H 0.08
26. H 0.04
27. H 0.07
28. H 0.06
29. H 0.08
30. H 0.04
31. H 0.04
32. H 0.07
33. H 0.04
34. H 0.05
35. H 0.08
36. H 0.02
37. H 0.02
38. H 0.07
39. H 0.07
40. H 0.07
41. H 0.08
42. H 0.05
43. H 0.04
44. H 0.08
45. H 0.05
46. H 0.03
47. C -0.61
48. C -0.11
49. C -0.03
50. C -0.06
51. C -0.09
52. C -0.16
53. S 0.90
54. H -0.11
55. H 0.11
56. H 0.14
57. H 0.13
58. H 0.10
59. H 0.11
60. C 0.03
61. C -0.46
62. N 0.24
63. O -0.22
64. H 0.13
65. H 0.12
66. H 0.08
67. H 0.14
68. H 0.16